This record from OMol25 describes a 8-piece molecular cluster, C35H52N2O25PS overall at a distorted geometry. The level of theory is ωB97M-V/def2-TZVPD.

Cartesian coordinates (Å):
C: 0.402 5.499 1.349
S: 0.086 4.930 -0.314
O: 1.283 4.756 -1.092
O: -0.841 5.857 -0.912
C: -0.867 3.400 -0.174
C: -2.211 3.554 -0.444
N: -3.035 2.508 -0.410
P: -4.807 2.770 -0.712
N: -5.097 3.233 -2.163
C: -2.571 1.283 -0.127
C: -1.242 1.077 0.148
C: -0.350 2.136 0.158
C: 1.084 1.868 0.517
O: 1.445 0.738 0.646
O: 1.898 2.917 0.738
H: -0.090 6.461 1.428
H: 1.473 5.573 1.496
H: -0.054 4.800 2.046
H: -2.599 4.537 -0.681
H: -5.342 1.518 -0.402
H: -5.139 3.712 0.265
H: -5.532 4.152 -2.113
H: -3.254 0.448 -0.093
H: -0.939 0.069 0.380
H: 2.315 3.191 -0.097
C: 4.974 1.900 -0.107
C: 6.164 2.769 0.240
C: 6.841 3.372 -0.961
O: 8.179 3.568 -0.474
C: 8.403 2.635 0.486
O: 9.459 2.388 0.962
O: 7.237 2.013 0.824
H: 4.248 1.894 0.705
H: 4.472 2.279 -1.002
H: 5.276 0.867 -0.275
H: 5.880 3.544 0.958
H: 6.400 4.309 -1.266
H: 6.874 2.691 -1.812
C: 5.139 8.745 -3.091
C: 5.615 7.442 -3.698
C: 4.872 7.007 -4.938
O: 5.048 5.580 -4.904
C: 5.195 5.227 -3.612
O: 5.176 4.105 -3.208
O: 5.370 6.313 -2.828
H: 5.951 9.243 -2.562
H: 4.786 9.429 -3.863
H: 4.341 8.571 -2.371
H: 6.690 7.480 -3.887
H: 5.284 7.424 -5.852
H: 3.802 7.225 -4.887
C: 0.918 -4.213 3.173
C: -0.035 -3.270 2.475
C: 0.576 -1.940 2.109
O: -0.591 -1.086 2.090
C: -1.492 -1.621 2.956
O: -2.476 -1.045 3.312
O: -1.124 -2.847 3.340
H: 0.642 -5.240 2.974
H: 1.940 -4.075 2.818
H: 0.894 -4.074 4.254
H: -0.477 -3.752 1.603
H: 1.067 -1.950 1.140
H: 1.269 -1.559 2.861
C: -5.975 1.814 5.572
C: -6.549 1.892 4.173
C: -5.673 1.297 3.097
O: -6.098 2.036 1.925
C: -6.542 3.248 2.372
O: -6.768 4.170 1.652
O: -6.665 3.257 3.704
H: -6.773 1.781 6.312
H: -5.374 0.913 5.697
H: -5.364 2.689 5.792
H: -7.548 1.453 4.144
H: -5.835 0.231 2.960
H: -4.609 1.483 3.261
C: -0.535 -10.530 2.928
C: -0.785 -9.484 1.861
C: 0.398 -9.185 0.972
O: 0.121 -7.836 0.558
C: -0.610 -7.263 1.533
O: -0.853 -6.093 1.592
O: -1.033 -8.175 2.428
H: -1.458 -11.046 3.184
H: 0.173 -11.282 2.578
H: -0.153 -10.073 3.840
H: -1.659 -9.751 1.263
H: 0.465 -9.846 0.112
H: 1.347 -9.194 1.513
C: 1.702 2.366 -3.506
C: 1.822 0.872 -3.279
C: 1.843 0.038 -4.536
O: 1.335 -1.222 -4.064
C: 0.531 -0.967 -3.015
O: -0.203 -1.749 -2.503
O: 0.659 0.325 -2.611
H: 2.170 2.926 -2.697
H: 2.202 2.662 -4.428
H: 0.657 2.673 -3.550
H: 2.692 0.652 -2.654
H: 2.839 -0.082 -4.953
H: 1.169 0.418 -5.308
C: -2.929 -5.606 -1.133
C: -4.055 -6.597 -1.334
C: -5.160 -6.520 -0.308
O: -5.677 -7.857 -0.325
C: -4.660 -8.677 -0.692
O: -4.682 -9.861 -0.616
O: -3.606 -7.953 -1.149
H: -2.454 -5.357 -2.082
H: -3.291 -4.673 -0.699
H: -2.164 -6.028 -0.486
H: -4.463 -6.519 -2.344
H: -5.935 -5.803 -0.569
H: -4.787 -6.305 0.697

charge: +1
orbital gap: 7.11 eV
HOMO energy: -12.153 eV
electronic energy: -111424.226 eV